{"formula": "C39H40BiIN10O3S", "method": "ωB97M-V/def2-TZVPD", "symbols": ["C", "Bi", "C", "H", "H", "H", "H", "N", "C", "H", "H", "H", "H", "C", "H", "C", "C", "C", "C", "C", "H", "I", "H", "H", "C", "H", "C", "N", "C", "H", "H", "H", "N", "C", "S", "H", "H", "N", "C", "H", "H", "O", "C", "H", "H", "C", "C", "C", "H", "H", "N", "N", "O", "C", "C", "H", "C", "N", "H", "C", "H", "H", "C", "H", "N", "C", "N", "C", "C", "C", "H", "C", "C", "C", "C", "C", "C", "H", "H", "H", "C", "H", "H", "H", "H", "O", "C", "N", "C", "C", "H", "H", "C", "H", "C"], "coordinates": [[-0.354, 1.060, -4.950], [-0.576, 0.978, 0.392], [1.777, -1.676, 2.504], [0.831, -7.245, -0.543], [0.739, -1.310, 0.689], [-1.106, 4.783, 0.485], [5.346, 3.025, -1.477], [-0.222, 1.399, -2.730], [0.728, 0.598, 3.357], [-6.431, 0.061, 1.291], [-1.332, -3.122, 0.005], [0.893, 3.098, -2.845], [2.216, -2.137, 0.460], [1.792, -1.350, 1.003], [-4.230, 2.673, 0.210], [-3.240, 3.129, 0.461], [4.409, 3.348, -1.000], [1.558, -3.544, -2.442], [-1.077, 4.125, -0.397], [-0.560, 0.536, -3.693], [1.624, -2.740, 2.692], [-0.458, 0.108, -6.710], [0.975, 5.498, 0.064], [3.440, 0.215, 1.117], [-2.506, 2.035, 5.765], [-0.958, -0.422, -3.446], [1.286, 3.408, -0.208], [-3.243, -0.442, 0.451], [2.241, 2.284, -0.215], [-4.576, -0.440, -2.551], [0.857, 0.924, 4.451], [-6.719, -0.165, -1.233], [0.011, 3.057, -0.207], [-4.358, -0.290, 1.194], [5.697, -6.332, -3.219], [-4.185, -0.209, 2.244], [-4.489, 3.145, 2.433], [1.705, 1.139, 0.280], [-0.539, -3.245, -0.747], [-0.773, 4.646, -1.342], [0.809, 2.883, -5.452], [6.395, -5.836, -2.029], [2.567, -8.103, -1.491], [1.574, 1.031, 2.776], [-2.205, 1.742, 6.778], [0.690, -0.897, 3.279], [3.006, 5.285, -0.389], [-3.711, 2.839, 3.123], [-0.305, -1.121, 2.838], [-4.282, 2.907, 6.445], [-0.123, -2.145, -1.378], [3.749, -7.918, -2.055], [6.187, -7.597, -3.752], [-3.719, 2.676, 5.583], [-4.605, -0.453, -1.519], [-0.780, 1.038, 5.306], [0.334, 2.262, -4.724], [-0.459, 1.138, 2.696], [-2.482, -0.662, -1.537], [-2.443, 3.537, -0.779], [2.887, -0.393, -0.375], [-0.304, -5.237, -0.169], [0.083, -4.426, -0.778], [2.963, 6.375, -0.273], [3.184, -5.666, -2.207], [4.061, -6.680, -2.387], [-2.355, 2.295, 1.309], [-5.615, -0.197, 0.640], [-1.465, 1.643, 3.391], [-2.558, 2.315, 2.593], [1.229, -1.500, -2.869], [2.500, -0.032, 0.583], [2.015, -5.815, -1.613], [3.481, 2.307, -0.760], [4.212, 4.724, -0.831], [0.904, -2.325, -2.264], [1.647, -7.064, -1.171], [2.380, -3.670, -3.108], [-3.024, 4.288, -1.307], [5.073, 5.382, -0.959], [-1.583, 1.566, 4.838], [-2.342, 2.599, -1.415], [0.633, -1.372, 4.225], [-5.252, 3.374, 4.394], [2.347, -9.119, -1.213], [5.421, -5.283, -4.202], [1.738, 4.758, -0.252], [0.325, 2.456, -3.402], [-5.743, -0.318, -0.750], [-3.377, -0.556, -0.858], [3.876, 1.264, -0.870], [-3.399, 4.038, 1.106], [-4.239, 3.065, 4.356], [2.744, -1.394, 2.952], [1.166, -4.610, -1.665]], "homo_ev": -6.884, "homo_lumo_gap_ev": 5.671, "lumo_ev": -1.2, "de_lowest_kj_mol": 26.09}

---

{"formula": "C4H10N4", "method": "ωB97M-V/def2-TZVPD", "symbols": ["H", "H", "H", "C", "N", "C", "H", "H", "N", "C", "H", "H", "C", "N", "H", "H", "N", "H"], "coordinates": [[2.554, 0.287, -1.613], [-2.618, -1.688, -0.839], [-1.679, -2.433, 0.777], [-1.543, 1.799, 0.283], [2.752, 0.700, -0.627], [1.199, -0.687, 0.510], [-0.930, -2.312, -1.008], [-2.395, 2.572, -0.030], [0.351, 0.000, -0.244], [-1.551, -1.759, -0.254], [-0.716, 2.259, -0.208], [-1.230, 1.795, 1.339], [-1.049, -0.359, -0.207], [-1.984, 0.545, -0.131], [2.131, 1.546, -0.397], [1.085, -1.482, 1.388], [2.427, -0.247, 0.358], [3.195, -0.539, 0.902]], "homo_ev": -8.675, "homo_lumo_gap_ev": 9.428, "smiles": "C/N=C(C)\\N=C\\NN", "lumo_ev": 0.8, "de_lowest_kj_mol": 342.48}